[1]
Formula: C8H16BeNO6S2
Source: the Open Molecules 2025 dataset
Level of theory: ωB97M-V/def2-TZVPD

Last column: Mulliken charge in e.
Positions of all 34 atoms, in Å:
C 1.833 0.973 3.363  -0.8412
C 0.618 1.945 2.896  0.6825
O 0.857 2.872 2.086  -0.4827
O -0.649 1.678 3.471  -0.3907
C -1.598 1.148 2.500  -0.5390
C -1.655 -0.482 2.488  -0.6078
C -0.637 -0.997 1.313  0.0075
C -1.521 -1.317 0.013  -0.7263
C -0.694 -1.804 -1.271  -0.5460
C 0.626 -0.949 -1.597  -0.5255
S 0.461 0.202 -3.044  0.9965
O 1.779 0.967 -3.118  -0.5062
O -0.679 1.196 -2.895  -0.4961
N 0.335 -0.648 -4.553  -0.1690
S 0.708 0.550 -5.770  0.8829
O -0.250 0.421 -6.916  -0.4805
O 2.138 0.334 -6.211  -0.4292
H 2.072 0.229 2.529  0.4310
H 2.785 1.554 3.640  0.2915
H 1.521 0.378 4.320  0.2916
H -1.343 1.559 1.463  0.3640
H -2.641 1.577 2.755  0.3004
H -2.725 -0.824 2.300  0.4130
H -1.241 -0.860 3.495  0.3145
H 0.115 -0.141 1.177  -0.1648
H -0.174 -1.971 1.690  0.2938
H -2.236 -0.441 -0.198  0.3217
H -2.210 -2.201 0.306  0.3240
H -1.400 -1.669 -2.180  0.2719
H -0.419 -2.916 -1.236  0.3865
H 1.033 -0.326 -0.734  0.2334
H 1.463 -1.699 -1.872  0.3864
H 0.632 1.848 -5.269  0.3073
Be 3.095 -0.184 5.060  0.4046

Calculated values
- charge = +1
- Kohn-Sham gap (hartree) = 0.0540
- E_HOMO (eV) = -11.2


[2]
Formula: C8H16Cl2GaO
Source: the Open Molecules 2025 dataset
Level of theory: ωB97M-V/def2-TZVPD

Last column: Mulliken charge in e.
Positions of all 28 atoms, in Å:
Ga -1.585 1.204 1.919  0.1845
Cl 0.592 1.263 1.707  -0.3979
Cl -2.730 -0.654 1.650  -0.4580
C -2.101 1.992 3.503  -0.6678
H -3.036 1.716 4.009  0.2316
H -1.435 2.708 4.006  0.2290
C -0.413 -0.877 -1.221  -0.2479
C -0.989 0.269 -1.064  -0.5821
H -0.912 -1.802 -0.921  0.3371
C -0.404 1.583 -1.504  -0.5788
H -2.017 0.337 -0.688  0.8391
C 0.846 1.406 -2.381  -0.8303
H -1.153 2.177 -2.047  0.2760
H -0.135 2.177 -0.617  0.2286
C 1.736 0.256 -1.903  -0.6006
H 0.527 1.188 -3.408  0.3008
H 1.418 2.341 -2.410  0.3542
C 0.954 -1.064 -1.806  -0.6118
H 2.576 0.129 -2.595  0.3350
H 2.152 0.502 -0.917  0.2597
H 0.869 -1.493 -2.820  0.2850
H 1.507 -1.804 -1.207  0.2036
C 0.981 -2.280 1.870  -0.4121
O -0.222 -2.597 1.184  -0.4571
H 1.024 -1.224 2.182  0.0922
H 1.809 -2.467 1.173  0.1878
H 1.091 -2.932 2.750  0.2847
H -0.949 -2.055 1.558  0.2156

Calculated values
- charge = -1
- Kohn-Sham gap (alpha / beta) (hartree) = 0.2275 / 0.2276
- E_HOMO (alpha / beta) (eV) = -2.9 / -2.9
- energy relative to the best compared isomer or geometry (same formula, charge and spin) (kJ/mol) = 68.2


[3]
Formula: C8H16ClN4
Source: the Open Molecules 2025 dataset
Level of theory: ωB97M-V/def2-TZVPD

Last column: Mulliken charge in e.
Positions of all 29 atoms, in Å:
C -3.577 -0.870 -0.820  -1.0737
C -3.552 -1.437 0.570  -0.2785
N -2.280 -1.816 1.100  -0.5979
N -1.386 -2.154 0.446  0.5990
C -0.751 -2.551 -0.577  -0.1010
N 0.033 -1.788 -1.290  -0.3663
C 0.699 -0.705 -1.150  0.6337
Cl 1.050 0.188 -2.569  -0.0915
N 1.232 -0.193 -0.048  -0.1239
C 1.785 1.114 0.330  0.6547
C 0.856 2.289 -0.095  -1.1771
C 2.057 1.202 1.820  -1.5064
C 3.220 1.248 -0.437  -1.2988
H -4.561 -0.565 -0.980  0.3477
H -2.909 -0.144 -0.969  0.3924
H -3.284 -1.699 -1.551  0.3136
H -4.124 -2.350 0.703  0.3756
H -3.980 -0.856 1.501  0.3251
H -0.788 -3.714 -0.626  0.3211
H 1.358 -0.876 0.654  0.2807
H 0.015 2.577 0.593  0.3438
H 1.507 3.103 -0.330  0.3620
H 0.265 1.975 -1.061  0.2784
H 2.906 0.503 2.182  0.4025
H 1.083 1.301 2.265  0.4485
H 2.471 2.225 1.978  0.3825
H 3.488 2.316 -0.470  0.3574
H 4.011 0.853 0.212  0.3467
H 3.158 0.822 -1.382  0.4496

Calculated values
- charge = +1
- Kohn-Sham gap (hartree) = 0.3317
- E_HOMO (eV) = -13.1
- structure (SMILES) = CC\N=N/C=N\C(Cl)=[NH+]\C(C)(C)C
- energy relative to the best compared isomer or geometry (same formula, charge and spin) (kJ/mol) = 281.2


| no. | calculated total energy (Eh) | maximum force (eV/Å) |
| --- | --- | --- |
| 1 | -1630.992629 | 5.4 |
| 2 | -3234.880061 | 2.9 |
| 3 | -993.254055 | 4.8 |